1.
# C30H82ClN7O11

A 9-piece molecular cluster, C30H82ClN7O11 overall (ωB97M-V/def2-TZVPD, the Open Molecules 2025 dataset).

## Properties
Maximum force ... 2.02 eV/Å
Frontier orbital gap ... 7.581 eV
E ... -2862.881742 Ha

The geometry in XYZ format:
```
131
C30H82ClN7O11 | the Open Molecules 2025 dataset | ωB97M-V/def2-TZVPD
N 0.795 4.216 -0.521
H 0.248 3.393 -0.224
H 0.329 4.697 -1.285
H 1.753 3.918 -0.749
H 0.829 4.816 0.300
Cl 0.795 0.428 0.552
O -0.325 0.118 1.408
O 1.144 1.840 0.718
O 1.919 -0.345 1.002
O 0.434 0.179 -0.820
C -1.295 6.769 0.053
C -2.439 5.940 -0.536
C -2.599 6.348 -2.004
C -3.724 5.529 -2.631
C -3.351 4.064 -2.667
C -2.952 3.508 -1.262
N -2.122 4.513 -0.573
O -1.729 4.014 0.705
C -4.200 3.049 -0.486
C -2.054 2.298 -1.537
C -3.690 6.317 0.281
H -0.761 6.188 0.812
H -1.629 7.712 0.471
H -0.475 7.005 -0.640
H -2.928 7.390 -2.058
H -1.676 6.228 -2.571
H -3.910 5.923 -3.638
H -4.695 5.685 -2.158
H -2.556 3.860 -3.385
H -4.217 3.495 -3.012
H -4.493 3.774 0.276
H -5.037 2.804 -1.134
H -3.976 2.161 0.111
H -1.272 2.559 -2.260
H -1.473 2.030 -0.651
H -2.582 1.425 -1.912
H -3.840 7.397 0.285
H -3.552 6.076 1.340
H -4.585 5.846 -0.111
H -2.484 4.196 1.283
C 3.295 1.885 -1.777
O 2.708 3.128 -2.227
H 2.565 1.129 -2.077
H 4.252 1.684 -2.253
H 3.361 1.865 -0.694
H 2.960 3.250 -3.146
C 5.158 0.568 3.357
C 4.221 0.809 4.529
C 2.758 0.818 4.045
O 1.907 1.081 5.138
C 0.924 2.072 4.908
N 4.430 -0.214 5.576
H 4.743 1.087 2.484
H 5.213 -0.488 3.105
H 6.121 1.046 3.525
H 4.345 1.757 5.061
H 2.572 -0.134 3.538
H 2.722 1.653 3.334
H 0.168 1.917 5.676
H 0.539 1.884 3.900
H 1.289 3.106 4.963
H 3.648 -0.135 6.217
H 4.396 -1.133 5.146
C -3.571 -1.334 -1.006
C -3.157 -2.628 -0.262
C -3.900 -3.753 -0.955
O -3.818 -4.963 -0.238
C -4.869 -5.845 -0.555
N -1.720 -2.824 -0.372
H -3.262 -1.341 -2.051
H -3.137 -0.477 -0.487
H -4.660 -1.198 -0.949
H -3.508 -2.557 0.767
H -3.519 -3.880 -1.981
H -4.959 -3.465 -1.015
H -5.881 -5.481 -0.342
H -4.729 -6.713 0.091
H -4.761 -6.153 -1.601
H -1.552 -3.015 -1.359
H -1.206 -1.961 -0.226
C 3.177 -2.821 -0.899
C 2.025 -3.767 -0.560
C 2.375 -5.217 -0.778
O 1.600 -6.077 0.014
C 2.003 -7.409 -0.121
N 1.441 -3.488 0.791
H 3.563 -3.134 -1.877
H 3.986 -2.794 -0.165
H 2.804 -1.800 -0.988
H 1.219 -3.460 -1.240
H 3.443 -5.387 -0.529
H 2.310 -5.459 -1.851
H 1.253 -8.039 0.360
H 2.967 -7.585 0.375
H 2.042 -7.737 -1.168
H 1.652 -2.487 0.863
H 2.181 -3.777 1.445
C 3.002 1.005 -7.388
C 3.046 0.620 -5.934
C 2.862 -0.893 -5.764
O 2.760 -1.267 -4.420
C 1.451 -1.157 -3.909
N 4.337 1.049 -5.348
H 3.463 0.290 -8.077
H 3.417 1.992 -7.584
H 1.967 1.001 -7.755
H 2.263 1.053 -5.307
H 3.670 -1.425 -6.281
H 1.974 -1.218 -6.337
H 0.760 -1.855 -4.404
H 1.047 -0.146 -3.993
H 1.472 -1.513 -2.881
H 5.108 0.602 -5.844
H 4.410 0.563 -4.452
C -0.803 -1.233 4.832
C -0.738 -2.639 4.251
C -1.308 -3.640 5.219
O -1.193 -4.943 4.665
C -1.542 -5.933 5.593
N -1.482 -2.689 2.972
H -0.274 -1.135 5.787
H -1.830 -0.942 5.073
H -0.384 -0.531 4.112
H 0.290 -2.957 4.075
H -2.334 -3.464 5.580
H -0.709 -3.683 6.149
H -1.446 -6.899 5.100
H -2.602 -5.852 5.882
H -0.901 -5.864 6.481
H -2.436 -2.385 3.167
H -1.068 -1.881 2.505
```

***

2.
# C6H8N

An isolated ion of composition C6H8N and charge +1 (ωB97M-V/def2-TZVPD, the Open Molecules 2025 dataset).

## Properties
Maximum force ... 4.64 eV/Å
Total charge ... +1
Frontier orbital gap (alpha / beta) ... 5.570 / 9.529 eV
E ... -287.665349 Ha

The geometry in XYZ format:
```
15
C6H8N | the Open Molecules 2025 dataset | ωB97M-V/def2-TZVPD
C -2.225 -0.012 -0.006
C -1.123 0.584 0.064
C -3.393 -0.624 0.128
C 0.227 1.310 -0.164
C 1.593 -0.935 -0.498
C 1.496 0.565 -0.407
N 2.234 -0.127 0.547
H -3.425 -1.685 0.320
H -4.223 -0.035 -0.137
H 0.226 1.890 -1.135
H 0.431 2.153 0.615
H 0.735 -1.401 -0.101
H 2.135 -1.534 -1.137
H 2.052 -0.158 1.577
H 3.260 0.007 0.335
```

***

Let's list energy above the lowest of the compared OMol25 structures with the same formula, charge and spin in order: 25.56 182.54 kcal per mole.